1.
# C4H9N2OS3

A 2-piece molecular cluster, C4H9N2OS3 overall in a non-equilibrium geometry (the ωB97M-V functional and the def2-TZVPD basis, the OMol25 dataset).

The geometry in XYZ format:
```
19
C4H9N2OS3 (the ωB97M-V functional and the def2-TZVPD basis)
C 0.7457 2.6141 0.2880
C -2.2713 -2.7432 1.6825
C -1.0378 -3.1385 -0.7200
C -0.4723 -0.8007 0.6618
N 0.5920 1.5090 -0.2919
N 1.5676 3.6294 -0.2207
O 2.4393 3.2790 -1.1768
S -1.2650 -3.8839 0.8515
S -1.3998 -1.1712 2.0210
S 0.1052 -1.6418 -0.6174
H -3.1390 -2.5975 1.0127
H -2.4897 -3.0826 2.6277
H -0.4290 -3.7394 -1.4804
H -1.9570 -2.7262 -1.2459
H 0.1910 2.8605 1.1717
H -0.0789 0.4279 0.4518
H 1.0001 1.2971 -1.1425
H 1.2962 4.5371 0.1181
H 3.3660 3.5082 -1.1185
```

Energy above the lowest of the compared OMol25 structures with the same formula, charge and spin   1.676 eV
Calculated total energy   -41816.68933 eV
Net charge   +1
HOMO energy   -12.44 eV
Kohn-Sham gap   7.95 eV

2.
# C4H9N2S

An isolated ion of composition C4H9N2S and charge +1 in a non-equilibrium geometry (the ωB97M-V functional and the def2-TZVPD basis, the OMol25 dataset).

The geometry in XYZ format:
```
16
C4H9N2S (the ωB97M-V functional and the def2-TZVPD basis)
C -0.7116 2.3850 1.6560
C 0.0275 0.6263 0.0079
C -0.7761 -1.5610 0.5119
C 1.1684 -1.2560 -1.0933
N -0.4195 1.3572 0.9467
N 0.0697 -0.6562 -0.2542
S 0.9816 1.7803 -1.5078
H 0.0355 3.1714 1.8355
H -1.7370 2.5236 1.9725
H -0.1705 -2.5166 0.7268
H -1.2144 -1.0433 1.3124
H -1.5268 -1.8254 -0.1243
H 1.6685 -0.4193 -1.4614
H 1.8108 -1.9339 -0.3770
H 0.6069 -1.8313 -1.7904
H 0.1870 1.1990 -2.3613
```

Energy above the lowest of the compared OMol25 structures with the same formula, charge and spin   3.976 eV
Calculated total energy   -18099.55059 eV
Net charge   +1
HOMO energy   -13.78 eV
Kohn-Sham gap   8.15 eV

3.
# C4H9N2S

An isolated ion of composition C4H9N2S and charge +1 in a non-equilibrium geometry (the ωB97M-V functional and the def2-TZVPD basis, the OMol25 dataset).

The geometry in XYZ format:
```
16
C4H9N2S (the ωB97M-V functional and the def2-TZVPD basis)
C -1.2979 -0.9412 -0.1611
C 0.0131 1.6274 -0.3755
C -1.3448 -0.0331 1.0919
C 0.8554 -0.5727 0.5857
N 0.0359 -1.2035 -0.3187
N 1.2500 0.8896 0.0255
S -1.1723 1.6042 0.9962
H -2.0072 -1.7405 -0.1793
H -1.5292 -0.1726 -0.9904
H 0.2833 2.6669 -0.6621
H -0.3663 1.1880 -1.2648
H -1.7803 -0.5182 1.9548
H 1.6539 -1.1965 1.0094
H 0.3367 -1.9741 -0.8351
H 1.8664 0.9767 -0.9271
H 1.7066 1.5867 0.7988
```

Energy above the lowest of the compared OMol25 structures with the same formula, charge and spin   5.221 eV
Calculated total energy   -18098.30591 eV
Net charge   +1
HOMO energy (spin up / spin down)   -12.34 / -12.12 eV
Kohn-Sham gap (spin up / spin down)   7.84 / 7.52 eV

What did the third record say?
# C4H9N2S

An isolated ion of composition C4H9N2S and charge +1 in a non-equilibrium geometry (the ωB97M-V functional and the def2-TZVPD basis, the OMol25 dataset).

The geometry in XYZ format:
```
16
C4H9N2S (the ωB97M-V functional and the def2-TZVPD basis)
C -1.2979 -0.9412 -0.1611
C 0.0131 1.6274 -0.3755
C -1.3448 -0.0331 1.0919
C 0.8554 -0.5727 0.5857
N 0.0359 -1.2035 -0.3187
N 1.2500 0.8896 0.0255
S -1.1723 1.6042 0.9962
H -2.0072 -1.7405 -0.1793
H -1.5292 -0.1726 -0.9904
H 0.2833 2.6669 -0.6621
H -0.3663 1.1880 -1.2648
H -1.7803 -0.5182 1.9548
H 1.6539 -1.1965 1.0094
H 0.3367 -1.9741 -0.8351
H 1.8664 0.9767 -0.9271
H 1.7066 1.5867 0.7988
```

Energy above the lowest of the compared OMol25 structures with the same formula, charge and spin   5.221 eV
Calculated total energy   -18098.30591 eV
Net charge   +1
HOMO energy (spin up / spin down)   -12.34 / -12.12 eV
Kohn-Sham gap (spin up / spin down)   7.84 / 7.52 eV

Question: What is the net charge in the second record?
Answer: +1